Entry 1:
Below is a molecular structure, C43H49Cl2I2N5OPRe at a distorted geometry, with properties calculated with wB97M-V/def2-TZVPD.

The geometry in XYZ format:
```
104
Properties=species:S:1:pos:R:3:forces:R:3
H -0.388913 -1.575111 2.341394 -0.1 0.4 0.1
C -0.287890 1.205511 -3.250761 1.2 -1.0 -0.3
C 0.633226 3.559550 2.014601 2.2 -0.8 2.3
N 0.267395 3.652868 0.731947 -0.5 1.5 -0.4
C 1.914088 3.098980 4.573009 -0.2 1.7 0.5
Cl 2.466718 3.749740 -2.197378 -0.5 0.4 -0.6
H -0.813217 1.169614 -5.336342 0.1 0.0 0.1
C -0.073139 0.874606 -4.598638 0.3 0.0 -0.5
I 1.547239 0.179380 4.754940 -0.1 -0.5 -0.2
H -1.501696 -3.014271 -4.654890 0.3 -0.4 -0.4
H -3.256836 -1.864209 -0.191998 0.3 -0.1 -0.4
C 1.380588 2.029336 3.866358 -0.2 0.0 -2.1
C 3.519056 3.429218 -0.906801 1.3 -0.6 2.0
C -1.975558 -2.612023 -3.780364 -1.4 0.3 0.3
C -3.175347 -2.158650 3.955065 0.1 -1.0 -0.7
H -3.066352 -0.319467 1.467543 0.2 -0.1 -0.2
H 6.456556 4.489113 0.656023 -0.4 -0.2 -0.7
C 3.487229 -4.341712 0.258205 -0.6 0.4 1.4
C 1.010913 -3.857320 0.955938 -0.8 -0.6 0.4
H -1.943590 -3.672931 1.090337 -0.1 0.4 0.1
C 0.828481 2.211629 2.567787 -0.5 0.4 0.5
H 2.467266 -0.067871 -1.927666 -0.4 0.6 -0.3
C 0.438615 6.025627 0.992907 0.3 0.2 0.2
C 4.274913 1.915497 0.840885 0.2 0.8 -0.6
N 0.627149 0.899692 -2.313813 0.6 -0.4 -0.6
H -1.337925 -3.347537 -0.954905 0.3 0.2 -0.3
C -2.261917 -0.476341 2.197270 -0.6 -0.5 -0.4
I 1.840097 5.892362 5.628530 0.2 -0.2 -0.7
Cl 3.947059 0.483155 1.686822 0.3 -0.9 0.8
H -2.421453 -0.218910 4.372610 -0.2 0.1 -0.3
C 1.237427 -2.528146 0.200438 -0.7 0.5 -0.4
H -1.725151 0.451263 2.263494 0.3 0.2 0.0
H 2.496923 2.951270 5.510574 -0.8 0.0 -0.8
O 0.340768 1.226841 1.838198 0.1 -0.5 -0.1
H 1.938669 -1.978967 -1.827868 0.1 -0.5 0.3
H 1.737279 -5.609486 -0.099263 0.1 0.2 -0.2
H 3.770503 -3.775967 -1.810484 0.0 0.3 0.2
C 1.991061 -0.161716 -4.015366 0.2 -0.1 0.5
C 3.242935 2.296145 -0.053803 4.0 2.5 -0.2
C 2.113099 -4.927398 0.668757 -0.5 0.4 -0.2
C -3.745470 -3.005078 -1.971369 0.0 0.9 -0.8
Re 0.477107 1.148675 -0.210466 -1.1 -0.3 0.7
H -5.048031 3.624511 -0.875163 0.3 -0.2 -0.1
H -3.834678 2.925444 -2.940513 0.4 -0.5 0.8
C -3.209052 -3.029008 2.700069 -1.1 0.9 -0.7
H -4.143021 -2.305977 4.447781 0.5 0.1 0.4
C -3.459892 3.027079 0.421013 -0.1 0.1 1.7
H 1.436370 -3.695561 -1.645677 0.6 1.2 0.6
H -2.317722 -2.540269 4.550803 -0.7 0.3 0.1
C 3.425996 -3.294359 -0.879748 -0.6 -1.2 -0.5
C 1.634933 4.392341 4.136288 0.2 -0.5 0.5
H -3.972534 -3.806378 -1.286769 -0.2 -0.2 0.3
C 1.981279 -2.829359 -1.130092 -1.0 -0.8 -0.4
P -0.349335 -1.390946 -0.003465 -0.3 -0.6 0.8
H -1.216568 -3.578179 2.655465 0.2 0.2 -0.2
H -1.675092 2.381553 1.496685 -0.6 0.0 -1.0
N -1.504224 1.727359 -2.964953 -0.5 0.8 1.9
H -0.011082 -4.325438 0.785402 1.3 0.6 -0.4
C 1.057937 4.648613 2.855061 0.2 0.7 -0.7
H 1.872169 -1.852888 0.782599 0.1 -0.1 0.2
H 0.956885 -3.659874 2.031218 0.3 0.1 0.0
H -3.803752 -3.747282 -3.999549 0.7 -0.2 0.6
C -3.029481 -3.593311 -3.206249 -0.2 0.2 -0.9
H 4.103129 -5.198966 0.045379 0.5 -0.1 -0.4
H 0.021911 -2.704030 -2.880457 -0.4 0.2 -0.2
H 4.087375 -2.470947 -0.678090 0.2 0.5 0.2
H -3.974358 3.366600 1.333002 0.4 -0.3 -0.5
C 5.443930 2.638069 1.019159 0.2 -0.3 0.5
H -3.973189 -2.642280 1.997907 0.0 0.0 0.3
C -2.995246 -0.703988 3.565805 0.5 0.4 0.4
C -2.110454 2.193147 -1.794664 0.6 -0.4 1.1
H -0.727623 -1.107773 -2.985447 0.1 -0.2 0.2
H -4.704133 -2.547002 -2.323262 0.7 -0.3 0.5
C 1.058830 0.188212 -4.985470 -0.1 0.5 -0.4
H -2.574230 -4.572564 -2.993887 -0.1 0.3 0.0
N -1.489429 2.085391 -0.568205 -1.6 -0.9 -1.3
H 1.271389 -0.020841 -6.042670 -0.4 0.0 0.5
C -2.203972 2.473319 0.525020 0.7 0.2 -0.1
C -0.930480 -2.161460 -2.768695 0.8 0.1 0.6
H -2.123668 1.836801 -3.725220 -0.3 0.0 -1.0
H 2.194574 -5.574743 1.549748 0.2 0.3 -0.1
C -4.059515 3.166573 -0.800674 -0.3 -0.1 -1.2
C 0.098942 4.888274 0.252996 0.5 -0.8 1.1
H 6.179777 2.225254 1.738509 -0.5 0.6 -0.5
C 1.770025 0.227995 -2.717807 -0.6 0.1 0.0
C -1.290215 -1.617530 1.715130 0.5 0.0 0.1
H -3.009116 -0.901634 -1.646669 -0.1 -0.8 0.0
H 4.769092 5.141962 -1.251638 0.0 -1.1 0.7
C 1.001173 5.945954 2.244688 -1.0 -1.4 0.2
N 2.183425 1.620402 -0.126496 -3.3 -1.9 -0.9
C -2.892475 -1.941456 -1.236210 0.0 0.9 0.5
H -4.004535 -0.237087 3.568434 0.7 0.0 -0.3
C 5.627234 3.842486 0.336970 -1.1 -0.1 -0.3
C -1.884749 -3.025024 1.981156 0.5 -1.1 0.0
C -3.396230 2.718639 -1.937995 -0.4 0.9 -0.2
H -0.281886 5.048558 -0.733901 -0.1 -0.4 -0.6
C -1.386709 -2.295707 -1.297299 -0.7 -0.1 0.4
H 3.924169 -3.874310 1.165487 -0.2 -0.2 -0.4
H 2.870860 -0.749665 -4.252322 -0.1 0.2 0.0
C 4.643600 4.203573 -0.641625 0.8 1.1 -0.3
H 0.286270 6.967926 0.511358 0.1 0.5 -0.1
H -2.544845 -1.727337 -4.160224 0.4 -0.4 0.4
H 1.311480 6.813084 2.793726 0.1 0.3 0.1
H -3.559134 -4.022911 2.942794 0.3 -0.4 0.0
```
Positions in Å, forces in eV/Å.

Frontier orbital gap (spin up / spin down) (eV): 6.05 / 6.18
Multiplicity: 4
Total charge: +1
HOMO energy (spin up / spin down) (eV): -8.863 / -9.522

Löwdin population analysis, charges in e, atoms 1 to 8: 0.0744, -0.3210, -0.1698, 0.0392, -0.2543, 0.7279, 0.1252, -0.0026

***

Entry 2:
Below is a molecular structure, C44H40BN8ORuS5, with properties calculated with wB97M-V/def2-TZVPD.

The geometry in XYZ format:
```
100
Properties=species:S:1:pos:R:3:forces:R:3
H 7.383335 1.347497 0.966582 0.0 0.0 0.0
C -2.998357 0.785185 3.009026 0.0 0.0 0.0
C 5.335798 -0.175001 1.904440 0.0 0.0 0.0
S 1.342579 2.499170 0.743250 0.1 0.0 0.1
N 0.506176 -1.766029 1.688297 0.0 -0.1 0.1
C 0.433537 0.302979 -4.985465 0.0 0.0 0.0
C -1.284152 -3.588524 4.285811 0.0 0.0 0.0
N 5.711671 0.131969 0.648343 0.0 0.1 0.0
S 0.983797 0.674077 3.524909 0.0 0.0 0.0
C 4.246765 2.034886 -3.336450 0.0 0.0 0.0
C 6.338522 -0.328758 2.991341 0.0 0.0 0.0
C 4.619178 0.532379 -1.515510 0.0 0.1 0.1
H -1.564401 -2.816980 5.003174 0.0 0.0 0.0
H 7.109904 -1.048851 2.716219 0.0 0.0 0.0
H -1.298578 6.555807 0.353187 0.0 0.0 0.0
H -4.580750 0.897573 4.416145 0.0 0.0 0.0
C -1.351383 5.517600 0.052593 0.0 0.0 0.0
B -1.905442 -1.403549 2.091492 0.0 -0.1 0.0
C -0.304139 -3.068659 3.291143 0.0 0.0 0.0
N 4.571630 0.279380 -0.110919 0.0 -0.2 0.0
H -4.675468 -3.472475 -0.288390 0.0 0.0 0.0
C -1.544726 -0.540029 -3.910291 0.0 0.0 0.0
C 4.685042 -3.699942 -0.611761 0.0 0.0 0.0
H -1.776365 4.810328 2.035974 0.0 0.0 0.0
H 4.903039 1.340517 -5.255430 0.0 0.0 0.0
C -2.682872 -2.061203 -1.495330 0.0 0.0 0.0
C 4.146782 1.749626 -1.982666 0.0 0.0 0.0
H -0.934080 5.932303 -2.008711 0.0 0.0 0.0
C 1.123503 2.340189 3.493568 0.0 0.0 0.0
H 3.713993 2.457591 -1.287252 0.0 0.0 0.0
C 5.177466 -0.405612 -2.370154 0.0 0.0 0.0
H -4.546595 -0.608961 3.493711 0.0 0.0 0.0
C 3.968745 -0.292228 1.953312 0.0 0.0 0.0
S 1.435305 6.196776 5.166412 0.1 0.0 0.0
H -1.091119 3.558453 -2.699882 0.0 0.0 0.0
C 0.510007 -0.390018 -2.681932 0.0 0.0 0.0
C -4.059587 -3.014410 0.482319 0.0 0.0 0.0
C -2.979981 2.092655 2.544405 0.0 0.0 0.0
C 2.559762 -3.009547 1.048314 0.0 0.0 0.0
C -2.957233 -2.238928 -0.155725 0.0 0.0 0.0
C 6.997043 0.659272 0.217096 0.0 0.0 0.0
H 1.477962 -2.618469 -0.759333 0.0 0.0 0.0
H 5.748028 -4.152793 1.198437 0.0 0.0 0.0
H 1.421148 -4.439803 3.339834 0.0 0.0 0.0
H -4.696319 -2.372455 1.091446 0.0 0.0 0.0
C -1.499768 2.856500 -0.721464 0.0 0.0 0.0
H 3.374602 -0.570821 2.804266 0.0 0.0 0.0
C 4.820806 -3.797782 0.767116 0.0 0.0 0.0
H -2.599329 -0.779778 -3.953856 0.0 0.0 0.0
H 0.927891 0.697939 -5.863478 0.0 0.0 0.0
H -2.194920 -3.935504 3.797454 0.0 0.0 0.0
H -1.580169 1.817015 -1.021842 0.0 0.0 0.0
H -0.847352 -4.422629 4.830053 0.0 0.0 0.0
S 1.418252 4.814477 2.553197 0.1 0.0 0.0
C 1.366575 4.831872 4.297109 -0.2 0.0 0.0
H -3.378333 -0.344245 4.785312 0.0 0.0 0.0
H 2.194929 0.360557 -3.757876 0.0 0.0 0.0
Ru 0.478581 0.290400 0.860054 -0.3 0.3 -0.2
C -1.964136 2.142772 1.593177 0.0 0.0 -0.1
H 5.846036 -0.675230 3.896171 0.0 0.0 0.0
H -3.232749 -2.478779 -2.320754 0.0 0.0 0.0
C -1.624572 4.539425 0.997820 0.0 0.0 0.0
H 3.863724 -3.532500 2.668843 0.0 0.0 0.0
S 1.122918 3.250057 4.977083 0.1 0.0 0.0
C -1.145800 5.166322 -1.274362 0.0 0.0 0.0
C -0.913286 -0.031056 -5.033637 0.0 0.0 0.0
N -2.021773 0.111174 2.385598 0.1 0.0 -0.1
H 3.365874 -3.206441 -2.235807 0.0 0.0 0.0
H 5.717091 -0.828229 -4.398228 0.0 0.0 0.0
C 3.485018 -3.265967 -1.161091 0.0 0.0 0.0
N -1.358853 0.945317 1.542066 0.1 0.0 0.2
H 6.826954 0.621932 3.212860 0.0 0.0 0.0
C 2.424922 -2.928682 -0.335053 0.0 0.0 0.0
C -1.229862 3.834944 -1.662523 0.0 0.0 0.0
C 5.278248 -0.108069 -3.720877 0.0 0.0 0.0
H 5.506207 -3.986588 -1.257270 0.0 0.0 0.0
H 7.707877 -0.149880 0.057305 0.0 0.0 0.0
C 3.491947 -0.036945 0.652895 0.0 0.1 0.0
C 3.759859 -3.458203 1.592690 0.0 0.0 0.0
H 1.100442 -0.559565 -1.790633 0.0 0.0 0.0
C 0.941134 -3.559235 2.948298 0.0 0.0 0.0
C 1.398300 -2.738093 1.911295 0.0 0.0 0.0
N -1.147521 -0.966565 -0.299314 0.0 0.0 0.1
H -3.667348 2.880741 2.799920 0.0 0.0 0.0
C -1.538570 -1.251757 -1.537834 0.0 0.0 -0.1
H -3.669523 -3.805222 1.123493 0.0 0.0 0.0
C 1.141385 0.119990 -3.806663 0.0 0.0 0.0
C -0.841606 -0.723775 -2.720362 0.0 0.0 0.0
H -2.787168 -1.981729 2.646846 0.0 0.0 0.0
H 5.525537 -1.351152 -1.975374 0.0 0.0 0.0
C 4.817932 1.111123 -4.201578 0.0 0.0 0.0
O 2.333257 -0.091489 0.125334 0.1 -0.2 -0.1
H -1.476063 0.107913 -5.947240 0.0 0.0 0.0
H 6.863105 1.198310 -0.715915 0.0 0.0 0.0
C -1.677702 3.203510 0.618385 0.0 0.0 0.0
H 3.883527 2.981313 -3.713701 0.0 0.0 0.0
N -2.025292 -1.565816 0.550995 0.0 -0.1 0.0
N -0.544451 -1.992120 2.520483 0.0 0.0 -0.1
C 1.257762 3.112617 2.325020 0.0 0.0 0.0
C -3.927717 0.144737 3.981018 0.0 0.0 0.0
```
Positions in Å, forces in eV/Å.

Frontier orbital gap (spin up / spin down) (eV): 7.31 / 6.02
Multiplicity: 5
Total charge: +1
HOMO energy (spin up / spin down) (eV): -9.740 / -10.637

Löwdin population analysis, charges in e, atoms 1 to 8: 0.0992, -0.2438, -0.2427, 0.7204, -0.0244, -0.0753, -0.0037, -0.0311